DFT (wB97M-V/def2-TZVPD) results for a cluster of 8 separate species, C31H83N5O12 in total.

* maximum force: 0.0473 Eh/bohr
* SMILES: COC[C@H](C)N.COCCNCCOC.COCCNCCOC.COCCNCCOC.COCCNCCOC.CO.CO.CO
* charge: 0
* spin multiplicity: 1
* molar mass: 718.0 g mol⁻¹
* orbital gap: 8.886 eV
* E_HOMO: -8.5 eV
* relative energy (zero: lowest compared OMol25 entry of this formula, charge and spin): 153.9 kJ/mol

Last column: Mulliken charge in e.
Atoms and positions in Å:
C 15.97421 -17.37917 11.48469  -0.750
O 15.02679 -17.48937 10.45459  -0.313
C 13.71280 -17.72193 10.94551  -0.653
C 12.73930 -17.56808 9.80466  0.461
C 11.29149 -17.71373 10.15435  -1.407
N 13.11657 -18.50928 8.76538  -0.777
H 15.71800 -16.80756 12.37672  0.303
H 16.85010 -16.92375 11.02261  0.246
H 16.21242 -18.40163 11.77777  0.302
H 13.61937 -18.76328 11.25368  0.266
H 13.44391 -17.06671 11.77406  0.400
H 12.86899 -16.55664 9.41958  0.290
H 11.18562 -18.77082 10.39818  0.323
H 10.68106 -17.51861 9.27265  0.338
H 11.00549 -16.97515 10.90320  0.374
H 13.00680 -19.46814 9.06309  0.260
H 14.11976 -18.42357 8.68565  0.337
C -0.63128 -10.55554 8.43265  -0.744
O -1.15859 -9.91770 7.28087  -0.278
C -0.68693 -8.62086 6.99617  -0.717
C -1.39223 -7.98493 5.82485  -0.431
N -2.77825 -7.52764 6.15121  -0.455
C -3.50722 -7.10195 4.95068  -0.801
C -3.91106 -8.30014 3.99653  -0.498
O -4.57999 -9.31128 4.78095  -0.309
C -5.16116 -10.35692 4.04419  -0.777
H -0.98319 -10.09788 9.35720  0.297
H 0.45292 -10.64250 8.36151  0.294
H -1.05579 -11.55925 8.45385  0.237
H 0.33986 -8.82850 6.69503  0.397
H -0.77977 -7.95174 7.85160  0.328
H -1.52754 -8.75049 5.06084  0.266
H -0.80479 -7.28883 5.22614  0.452
H -3.29726 -8.33747 6.45929  0.348
H -2.91855 -6.37661 4.38903  0.380
H -4.38350 -6.56410 5.31255  0.340
H -3.04087 -8.67824 3.45996  0.333
H -4.62314 -7.92840 3.25974  0.470
H -5.68586 -11.03165 4.72061  0.258
H -4.43230 -10.99866 3.54918  0.312
H -5.87634 -10.01891 3.29428  0.298
C 8.41720 -22.47860 15.47225  -0.736
O 8.29553 -23.86224 15.77984  -0.304
C 7.52087 -24.20541 16.90393  -0.585
C 7.40543 -25.74771 16.92591  -0.661
N 6.63926 -26.21392 15.76389  -0.396
C 6.91119 -27.63061 15.42545  -0.727
C 6.06846 -28.18703 14.32087  -0.545
O 6.15791 -27.38113 13.09784  -0.306
C 5.21024 -27.94604 12.15775  -0.743
H 9.19174 -22.24475 14.74183  0.232
H 8.76324 -21.92158 16.34293  0.296
H 7.43370 -22.17328 15.11504  0.303
H 6.51486 -23.79700 17.00006  0.351
H 7.98883 -23.92005 17.84609  0.436
H 6.76473 -25.97031 17.77918  0.322
H 8.33288 -26.29847 17.08277  0.400
H 6.84420 -25.66667 14.94011  0.295
H 6.80842 -28.35000 16.23787  0.359
H 7.94075 -27.57079 15.07256  0.425
H 5.04279 -28.20549 14.68931  0.337
H 6.34762 -29.21343 14.08279  0.386
H 4.20522 -28.14572 12.52944  0.313
H 5.58225 -28.89794 11.77883  0.300
H 5.11929 -27.23305 11.33831  0.248
C 0.70034 -4.38523 17.89476  -0.833
O 2.01128 -4.80262 18.25091  -0.330
C 2.09275 -6.18103 18.60934  -0.274
C 3.51913 -6.54727 19.06793  -0.967
N 4.51491 -6.72384 17.99712  -0.410
C 4.34769 -7.79833 17.04733  -0.469
C 5.26541 -7.62160 15.85537  -0.681
O 4.74363 -6.60602 15.01110  -0.248
C 5.13598 -6.65503 13.65386  -0.833
H 0.32917 -4.59234 16.89105  0.323
H 0.74334 -3.29998 17.80258  0.294
H -0.07839 -4.51623 18.64610  0.314
H 1.78819 -6.80004 17.76543  0.288
H 1.39350 -6.38044 19.42135  0.444
H 3.57698 -7.43867 19.69257  0.427
H 3.87870 -5.76945 19.74158  0.333
H 4.42120 -5.86214 17.47867  0.307
H 3.31300 -7.76180 16.70647  0.235
H 4.39582 -8.76685 17.54507  0.436
H 5.24582 -8.59779 15.37088  0.409
H 6.30003 -7.41732 16.13096  0.332
H 6.21049 -6.47593 13.61582  0.322
H 4.75074 -5.80079 13.09710  0.263
H 5.06231 -7.60604 13.12636  0.319
C -6.20130 -8.06373 23.69193  -0.752
O -5.60231 -8.25956 22.41694  -0.281
C -6.56313 -8.01016 21.39887  -0.547
C -5.81981 -7.99873 20.06003  -0.746
N -5.16151 -9.27739 19.76291  -0.417
C -4.16659 -9.03184 18.70726  -0.738
C -3.14475 -10.12292 18.68576  -0.613
O -2.36996 -9.94648 19.83466  -0.275
C -1.36626 -10.91003 19.88813  -0.781
H -6.57694 -7.04339 23.76873  0.300
H -5.41685 -8.26027 24.42275  0.236
H -6.99850 -8.75121 23.97465  0.304
H -6.93528 -6.99413 21.53037  0.424
H -7.40215 -8.70549 21.37324  0.346
H -5.08580 -7.20257 19.93567  0.376
H -6.53708 -7.80921 19.26148  0.343
H -4.71210 -9.49136 20.64175  0.354
H -3.67250 -8.06138 18.75411  0.352
H -4.71381 -8.88277 17.77644  0.422
H -2.48549 -9.98185 17.82925  0.462
H -3.65821 -11.08390 18.65472  0.375
H -1.74881 -11.91848 19.73069  0.317
H -0.86955 -10.92364 20.85828  0.255
H -0.56470 -10.73278 19.17106  0.287
C 6.93262 -14.36519 19.44328  -0.520
O 6.49301 -13.82520 20.70524  -0.502
H 6.20014 -15.01295 18.96164  0.230
H 7.22834 -13.60070 18.72480  0.226
H 7.87936 -14.90536 19.44194  0.265
H 6.84143 -12.94679 20.87438  0.302
C 5.43239 -14.44351 13.72186  -0.501
O 4.27864 -13.94847 14.26342  -0.487
H 6.22759 -13.92829 14.26066  0.199
H 5.56083 -15.49068 13.99578  0.249
H 5.45064 -14.33964 12.63697  0.219
H 3.71951 -14.69660 14.48540  0.320
C 2.10132 -19.34437 15.66579  -0.495
O 1.71640 -18.05648 16.12262  -0.488
H 2.84888 -19.27288 14.87576  0.204
H 2.61553 -19.91636 16.43812  0.245
H 1.21848 -19.88465 15.32402  0.237
H 1.01219 -18.24183 16.74819  0.297